The following is a DFT calculation (ωB97M-V/def2-TZVPD) of C39H63GeN5P3SeTi as an isolated structure.

```
113
Properties=species:S:1:pos:R:3
Ti 0.23 -0.06 0.05
C 0.75 -0.73 -4.31
C -0.18 0.44 -3.95
C -1.13 0.67 -5.13
P -0.96 0.13 -2.29
C -2.25 -1.09 -2.77
N -2.84 -1.79 -1.67
Ge -2.10 -1.50 0.10
N -3.40 -0.50 1.11
C -2.97 0.66 1.84
P -1.17 0.59 2.24
C -0.99 2.18 3.19
C -2.06 2.44 4.25
C -0.90 3.38 2.25
C -1.05 -0.76 3.52
C 0.05 -0.48 4.53
C -2.36 -1.18 4.19
C -4.75 -0.58 0.81
C -5.68 0.45 0.96
C -6.99 0.27 0.55
C -7.42 -0.92 -0.01
C -6.51 -1.97 -0.13
C -5.21 -1.81 0.30
N -4.23 -2.85 0.28
C -4.16 -3.61 -0.92
C -4.70 -4.87 -1.06
C -4.64 -5.52 -2.29
C -4.05 -4.87 -3.36
C -3.47 -3.62 -3.22
C -3.47 -2.98 -1.98
C -4.00 -3.55 1.50
C -5.01 -3.96 2.35
C -4.69 -4.69 3.50
C -3.37 -5.01 3.74
C -2.35 -4.58 2.91
C -2.65 -3.80 1.79
N -1.72 -3.21 0.95
C -0.34 -3.53 1.21
P 0.86 -2.56 0.21
C 2.45 -3.21 0.93
C 2.60 -4.72 1.01
C 2.67 -2.59 2.31
C 0.71 -3.31 -1.49
C -0.01 -4.66 -1.61
C 2.05 -3.32 -2.22
C -1.78 1.71 -1.78
C -0.67 2.54 -1.14
C -2.59 2.54 -2.77
H 1.36 -0.48 -5.18
H 0.16 -1.61 -4.58
H 1.40 -1.03 -3.49
H 0.43 1.34 -3.81
H -1.70 -0.24 -5.34
H -0.56 0.90 -6.03
H -1.84 1.48 -4.96
H -1.70 -1.77 -3.44
H -3.02 -0.61 -3.40
H -3.54 0.75 2.77
H -3.13 1.60 1.28
H -0.02 2.08 3.68
H -3.02 2.70 3.80
H -1.76 3.28 4.87
H -2.22 1.58 4.91
H -1.81 3.49 1.65
H -0.04 3.31 1.59
H -0.79 4.30 2.84
H -0.72 -1.61 2.91
H -0.23 0.31 5.23
H 0.99 -0.20 4.05
H 0.23 -1.38 5.13
H -2.74 -0.42 4.87
H -2.17 -2.08 4.79
H -3.14 -1.44 3.47
H -5.38 1.40 1.37
H -7.69 1.09 0.67
H -8.44 -1.04 -0.35
H -6.81 -2.92 -0.55
H -5.18 -5.34 -0.21
H -5.07 -6.51 -2.41
H -4.02 -5.35 -4.33
H -3.02 -3.16 -4.09
H -6.03 -3.71 2.12
H -5.47 -5.02 4.17
H -3.11 -5.61 4.61
H -1.33 -4.84 3.15
H -0.18 -4.60 1.03
H -0.06 -3.36 2.26
H 3.22 -2.81 0.26
H 1.88 -5.15 1.71
H 3.60 -4.97 1.38
H 2.47 -5.22 0.05
H 1.97 -3.00 3.04
H 2.56 -1.50 2.30
H 3.68 -2.83 2.67
H 0.07 -2.58 -2.00
H 0.54 -5.46 -1.11
H -0.10 -4.93 -2.66
H -1.01 -4.61 -1.19
H 2.71 -4.11 -1.86
H 2.59 -2.37 -2.11
H 1.90 -3.49 -3.29
H -2.46 1.38 -0.98
H 0.11 2.80 -1.87
H -0.16 2.04 -0.29
H -1.05 3.47 -0.71
H -1.95 2.99 -3.54
H -3.09 3.35 -2.25
H -3.35 1.94 -3.27
Se 1.90 1.18 1.67
N 2.24 0.36 -1.27
H 2.38 0.16 -2.26
H 2.99 -0.10 -0.76
H 2.39 1.35 -1.13
```

As for the total energy: -221762.912 eV. Its spin multiplicity is 4. The frontier orbital gap (spin up / spin down) is 6.38 / 5.57 eV.

Atom charges from the Löwdin analysis, given in e for atoms 1 to 99:
1 Ti -0.1487
2 C -0.1292
3 C -0.5222
4 C -0.1061
5 P 0.9728
6 C -0.3898
7 N -0.1655
8 Ge 0.9142
9 N -0.1850
10 C -0.4017
11 P 0.9288
12 C -0.5664
13 C -0.1057
14 C -0.1454
15 C -0.5180
16 C -0.1185
17 C -0.0911
18 C -0.2286
19 C -0.0255
20 C -0.1000
21 C -0.0994
22 C -0.0138
23 C -0.1773
24 N -0.0515
25 C -0.1830
26 C -0.0114
27 C -0.0980
28 C -0.1005
29 C -0.0329
30 C -0.2352
31 C -0.1834
32 C -0.0125
33 C -0.0965
34 C -0.1002
35 C -0.0334
36 C -0.2363
37 N -0.1683
38 C -0.4110
39 P 0.9754
40 C -0.5413
41 C -0.1053
42 C -0.1336
43 C -0.5279
44 C -0.0939
45 C -0.1247
46 C -0.5343
47 C -0.1448
48 C -0.1046
49 H 0.0865
50 H 0.0770
51 H 0.0250
52 H 0.1028
53 H 0.0748
54 H 0.0826
55 H 0.0487
56 H 0.0645
57 H 0.1053
58 H 0.0882
59 H 0.0821
60 H 0.0687
61 H 0.0770
62 H 0.0827
63 H 0.0526
64 H 0.0674
65 H 0.0100
66 H 0.0828
67 H 0.0564
68 H 0.0729
69 H 0.0214
70 H 0.0829
71 H 0.0665
72 H 0.0819
73 H 0.0635
74 H 0.0950
75 H 0.0989
76 H 0.0957
77 H 0.1173
78 H 0.1177
79 H 0.0962
80 H 0.0988
81 H 0.0926
82 H 0.1167
83 H 0.0962
84 H 0.1002
85 H 0.0980
86 H 0.0899
87 H 0.0673
88 H 0.0976
89 H 0.0752
90 H 0.0814
91 H 0.0542
92 H 0.0701
93 H -0.0145
94 H 0.0815
95 H 0.0513
96 H 0.0690
97 H 0.0834
98 H 0.0657
99 H 0.0703

=====

The following is a DFT calculation (ωB97M-V/def2-TZVPD) of C39H64AlBeBr3CaCl3F4N5O9S as an isolated structure in a non-equilibrium geometry.

```
131
Properties=species:S:1:pos:R:3
C -5.00 3.62 0.32
C -3.56 3.78 -0.30
C -2.40 3.14 0.56
N -2.52 1.67 0.83
C -1.65 0.87 0.04
C -0.21 0.95 0.16
C 0.62 1.86 1.11
C 1.14 1.01 2.36
N 0.86 1.81 3.58
C -0.61 1.74 3.92
C -1.16 3.23 4.09
C 1.54 1.21 4.73
C 1.73 2.14 5.99
O 1.92 0.06 4.70
N 0.31 -0.02 -0.76
C 1.68 -0.44 -1.07
Br 2.09 -2.02 0.07
C 2.77 0.69 -0.97
C 2.48 1.95 -1.88
Br 4.51 -0.11 -1.50
C -0.79 -0.62 -1.35
C -0.68 -1.77 -2.38
C -1.03 -1.13 -3.89
C -0.81 0.49 -3.99
O 0.13 -0.61 -4.63
N -2.02 -0.13 -0.93
C -3.33 -0.62 -1.38
Br -4.70 0.78 -1.62
C -3.84 -1.85 -0.50
C -4.00 -1.52 1.03
H -4.99 3.04 1.28
H -5.70 3.19 -0.45
H -5.44 4.67 0.59
H -3.46 3.43 -1.37
H -3.34 4.90 -0.33
H -2.44 3.65 1.56
H -1.41 3.39 0.09
H -3.48 1.33 0.84
H 1.50 2.36 0.61
H -0.04 2.72 1.44
H 0.53 0.06 2.36
H 2.22 0.72 2.26
H -1.21 1.30 3.07
H -0.76 1.19 4.89
H -0.74 3.64 5.06
H -0.82 3.88 3.24
H -2.28 3.27 4.08
H 0.70 2.39 6.36
H 2.22 3.09 5.65
H 2.37 1.57 6.72
H 1.74 -0.84 -2.13
H 2.89 0.95 0.12
H 2.69 2.88 -1.26
H 3.28 1.93 -2.72
H 1.42 1.97 -2.29
H -1.47 -2.55 -2.21
H 0.33 -2.24 -2.47
H -1.92 -1.58 -4.48
H -1.34 0.82 -4.91
H 0.09 0.95 -3.53
H -3.17 -1.05 -2.41
H -4.73 -2.35 -0.95
H -2.99 -2.61 -0.58
H -3.37 -0.67 1.40
H -5.06 -1.30 1.34
H -3.65 -2.44 1.60
F 0.12 5.48 -0.17
Al -0.73 6.65 0.86
F -1.79 5.78 1.94
F -1.67 7.69 -0.18
F 0.42 7.58 1.77
Be -1.49 5.53 -2.01
Cl -7.22 4.75 -0.07
O 0.60 -4.89 -2.77
C 1.75 -5.21 -3.01
O 2.10 -6.49 -2.97
C 3.37 -7.00 -3.40
C 4.41 -6.88 -2.31
C 2.79 -4.16 -3.27
H 3.69 -6.52 -4.33
H 3.22 -8.05 -3.63
H 4.59 -5.84 -2.03
H 5.36 -7.31 -2.62
H 4.07 -7.39 -1.40
H 3.15 -3.77 -2.31
H 2.34 -3.35 -3.84
H 3.64 -4.51 -3.85
C 4.93 -0.67 8.02
C 4.70 0.70 8.53
N 4.52 1.76 8.95
H 4.42 -1.40 8.65
H 4.55 -0.76 7.00
H 6.00 -0.89 8.02
C -0.61 0.92 -7.85
Cl -0.46 2.44 -6.96
Cl 0.11 1.04 -9.46
H -0.11 0.13 -7.30
H -1.67 0.68 -7.96
C -5.51 0.44 -11.82
C -5.24 0.20 -10.53
C -3.87 0.31 -10.00
O -3.62 0.09 -8.82
C -2.80 0.69 -10.94
C -3.05 0.93 -12.23
C -4.43 0.83 -12.76
O -4.67 1.05 -13.93
H -6.50 0.37 -12.23
H -6.01 -0.08 -9.83
H -1.80 0.76 -10.53
H -2.28 1.22 -12.93
C 3.15 -3.88 12.42
C 3.54 -5.36 12.37
C 4.07 -5.65 10.97
S 4.75 -4.11 10.35
O 3.95 -3.67 9.23
O 6.18 -4.21 10.28
C 4.31 -3.13 11.78
H 2.96 -3.54 13.43
H 2.24 -3.72 11.83
H 4.33 -5.55 13.11
H 2.70 -6.01 12.62
H 4.86 -6.41 10.98
H 3.27 -5.96 10.29
H 4.04 -2.12 11.46
H 5.17 -3.10 12.44
C -2.68 4.93 -6.35
O -2.85 6.13 -5.85
H -2.09 4.84 -7.28
H -2.19 4.17 -5.70
H -3.61 4.37 -6.64
Ca 2.88 3.30 -4.01
```

Its net charge is +2. As for the total energy: -362169.229 eV. Its spin multiplicity is 1. The frontier orbital gap is 1.95 eV.

Atom charges from the Löwdin analysis, given in e for atoms 1 to 99:
1 C -0.2619
2 C -0.2622
3 C -0.2047
4 N 0.0424
5 C -0.1489
6 C -0.0725
7 C -0.0653
8 C -0.1725
9 N -0.0922
10 C -0.1888
11 C -0.0687
12 C -0.4507
13 C 0.0245
14 O 0.0770
15 N -0.0040
16 C -0.6606
17 Br 0.7896
18 C -0.6846
19 C -0.2416
20 Br 0.7449
21 C -0.1669
22 C -0.0095
23 C -0.1584
24 C 0.0044
25 O -0.1808
26 N 0.0600
27 C -0.6150
28 Br 0.8547
29 C -0.2156
30 C -0.0857
31 H 0.1086
32 H -0.0302
33 H -0.0152
34 H 0.0566
35 H 0.0753
36 H 0.1053
37 H 0.0875
38 H 0.0760
39 H 0.0981
40 H 0.1032
41 H 0.1240
42 H 0.1193
43 H 0.1006
44 H 0.1287
45 H 0.0782
46 H 0.0551
47 H 0.0837
48 H 0.0808
49 H 0.0978
50 H 0.0809
51 H 0.0979
52 H 0.0829
53 H 0.1142
54 H -0.0676
55 H 0.0619
56 H 0.1263
57 H 0.0851
58 H 0.1722
59 H 0.0693
60 H 0.0707
61 H 0.0907
62 H 0.1276
63 H 0.1097
64 H 0.0556
65 H 0.0922
66 H 0.0942
67 F -0.2997
68 Al -0.1023
69 F -0.1873
70 F -0.2159
71 F -0.1937
72 Be 0.6370
73 Cl 0.2747
74 O 0.0791
75 C -0.5273
76 O 0.0190
77 C -0.2147
78 C -0.0593
79 C 0.0028
80 H 0.1171
81 H 0.1301
82 H 0.0648
83 H 0.0891
84 H 0.0896
85 H 0.0612
86 H 0.0816
87 H 0.0756
88 C -0.0568
89 C -0.2757
90 N 0.1156
91 H 0.0458
92 H 0.0751
93 H 0.0869
94 C -0.9646
95 Cl 0.5235
96 Cl 0.6130
97 H 0.0218
98 H 0.0081
99 C 0.0375

=====

The following is a DFT calculation (ωB97M-V/def2-TZVPD) of C39H64F2N11O as an isolated structure in a non-equilibrium geometry.

```
117
Properties=species:S:1:pos:R:3
C 2.39 2.13 1.24
C 2.31 3.28 0.07
C 0.95 4.19 0.16
N -0.22 3.38 0.73
C -0.85 3.82 1.99
C -1.93 2.67 2.17
F -2.84 2.54 3.28
N -1.82 1.72 1.06
O -2.47 0.57 0.77
C -1.47 -0.50 0.84
N -0.51 -1.20 0.48
C -0.76 2.16 0.13
F -0.27 1.63 -1.11
H 3.49 1.88 1.54
H 1.94 1.17 0.76
H 1.74 2.39 2.17
H 2.28 2.74 -0.95
H 3.22 3.98 0.18
H 0.67 4.69 -0.84
H 1.21 5.06 0.90
H -0.60 4.73 2.66
C 3.27 -4.83 2.92
C 2.11 -4.46 2.00
C 2.18 -3.02 1.50
C 2.03 -2.04 2.58
N 1.92 -1.27 3.44
H 3.27 -4.23 3.83
H 3.21 -5.88 3.21
H 4.23 -4.68 2.41
H 1.17 -4.64 2.53
H 2.13 -5.13 1.14
H 1.37 -2.86 0.77
H 3.12 -2.85 0.97
C -4.64 4.75 -1.52
C -4.05 6.12 -1.19
C -2.59 6.27 -1.64
C -1.69 5.36 -0.93
N -0.98 4.63 -0.37
H -4.12 3.95 -1.00
H -5.69 4.72 -1.22
H -4.59 4.55 -2.60
H -4.13 6.29 -0.11
H -4.65 6.89 -1.69
H -2.27 7.30 -1.46
H -2.52 6.09 -2.72
C -5.55 2.41 5.29
C -6.39 1.18 5.65
C -7.29 0.71 4.50
C -8.32 1.70 4.16
N -9.13 2.48 3.90
H -6.19 3.27 5.08
H -4.90 2.67 6.13
H -4.93 2.22 4.41
H -6.99 1.40 6.53
H -5.71 0.36 5.91
H -7.77 -0.22 4.79
H -6.68 0.49 3.62
C 3.34 -7.24 -1.78
C 4.06 -8.39 -1.09
C 4.12 -8.24 0.43
C 4.92 -7.09 0.84
N 5.55 -6.17 1.16
H 3.87 -6.29 -1.63
H 3.29 -7.42 -2.86
H 2.32 -7.13 -1.40
H 5.07 -8.48 -1.50
H 3.53 -9.32 -1.33
H 4.55 -9.15 0.86
H 3.10 -8.15 0.83
C -3.56 -1.72 3.56
C -2.74 -1.85 4.84
C -3.21 -3.00 5.73
C -4.56 -2.78 6.26
N -5.62 -2.61 6.67
H -4.61 -1.47 3.78
H -3.16 -0.91 2.94
H -3.54 -2.64 2.98
H -2.77 -0.91 5.39
H -1.70 -2.03 4.56
H -2.51 -3.10 6.57
H -3.17 -3.95 5.18
C -3.74 5.45 -6.34
C -4.19 6.88 -6.61
C -3.14 7.92 -6.22
C -2.90 7.95 -4.77
N -2.71 7.96 -3.63
H -3.58 5.27 -5.27
H -4.50 4.74 -6.68
H -2.81 5.22 -6.86
H -5.13 7.07 -6.09
H -4.39 6.98 -7.68
H -3.49 8.91 -6.53
H -2.20 7.73 -6.75
C 2.99 -2.03 -5.07
C 2.36 -2.42 -3.74
C 3.01 -3.66 -3.12
C 2.80 -4.87 -3.93
N 2.64 -5.81 -4.56
H 2.85 -2.80 -5.83
H 2.52 -1.11 -5.45
H 4.06 -1.84 -4.96
H 1.29 -2.59 -3.88
H 2.47 -1.59 -3.04
H 2.58 -3.82 -2.12
H 4.08 -3.49 -2.97
C 7.68 -2.60 -0.58
C 7.94 -1.84 -1.87
C 7.21 -0.50 -1.93
C 5.75 -0.66 -1.96
N 4.60 -0.78 -1.97
H 6.63 -2.87 -0.48
H 8.26 -3.53 -0.57
H 7.97 -2.01 0.29
H 7.65 -2.46 -2.73
H 9.02 -1.65 -1.96
H 7.52 0.04 -2.84
H 7.50 0.13 -1.08
```

Its net charge is +1. As for the total energy: -65333.528 eV. Its spin multiplicity is 1. The frontier orbital gap is 8.62 eV.

Atom charges from the Löwdin analysis, given in e for atoms 1 to 99:
1 C -0.1180
2 C -0.1900
3 C -0.1527
4 N -0.1100
5 C 0.1206
6 C 0.0024
7 F 0.0426
8 N -0.0051
9 O 0.0478
10 C -0.0929
11 N 0.2296
12 C -0.0532
13 F 0.1053
14 H 0.0931
15 H 0.0700
16 H 0.0717
17 H 0.1088
18 H 0.1148
19 H 0.1331
20 H 0.1572
21 H 0.1665
22 C -0.1205
23 C -0.2591
24 C -0.2060
25 C -0.2490
26 N 0.1358
27 H 0.0740
28 H 0.0729
29 H 0.0391
30 H 0.1113
31 H 0.0978
32 H 0.0766
33 H 0.1196
34 C -0.0989
35 C -0.2474
36 C -0.2043
37 C -0.0047
38 N 0.0579
39 H 0.0597
40 H 0.0815
41 H 0.0727
42 H 0.1144
43 H 0.1119
44 H 0.1077
45 H 0.0828
46 C -0.1109
47 C -0.2613
48 C -0.1968
49 C -0.2321
50 N 0.1430
51 H 0.0759
52 H 0.0765
53 H 0.0462
54 H 0.1190
55 H 0.0892
56 H 0.1209
57 H 0.1098
58 C -0.1269
59 C -0.2575
60 C -0.1875
61 C -0.2178
62 N 0.1554
63 H 0.0627
64 H 0.0488
65 H 0.0805
66 H 0.1168
67 H 0.1133
68 H 0.1212
69 H 0.1187
70 C -0.1017
71 C -0.2583
72 C -0.1873
73 C -0.2270
74 N 0.1515
75 H 0.0668
76 H 0.0366
77 H 0.0846
78 H 0.1118
79 H 0.1079
80 H 0.1229
81 H 0.1239
82 C -0.1062
83 C -0.2595
84 C -0.1771
85 C -0.1589
86 N 0.1638
87 H 0.0559
88 H 0.0783
89 H 0.0800
90 H 0.1153
91 H 0.1146
92 H 0.1253
93 H 0.1266
94 C -0.1102
95 C -0.2866
96 C -0.2005
97 C -0.2329
98 N 0.1592
99 H 0.0737

=====

The following is a DFT calculation (ωB97M-V/def2-TZVPD) of C39H64FN3O4PS2W as an isolated structure in a non-equilibrium geometry.

```
115
Properties=species:S:1:pos:R:3
W 0.75 0.03 0.71
C -2.74 -1.54 0.59
N -2.23 -0.33 -0.02
C -3.02 0.81 0.40
C -2.23 -0.46 -1.48
C -1.22 0.45 -2.13
N 0.16 0.02 -1.87
C 0.46 -1.26 -2.51
C -0.16 -2.49 -1.92
C -0.63 -3.46 -2.79
C -1.09 -4.68 -2.33
C -1.01 -4.92 -0.97
C -0.54 -3.98 -0.04
C -0.17 -2.73 -0.55
O 0.17 -1.67 0.26
C -0.38 -4.36 1.43
C -0.78 -5.82 1.71
C 1.11 -4.24 1.78
C -1.28 -3.50 2.31
C -1.64 -5.71 -3.32
C -2.13 -6.98 -2.62
C -2.83 -5.10 -4.08
C -0.54 -6.09 -4.32
C 1.08 0.98 -2.53
C 1.15 2.38 -1.98
C 1.74 3.33 -2.80
C 1.90 4.64 -2.38
C 1.41 4.97 -1.12
C 0.80 4.06 -0.26
C 0.71 2.73 -0.71
O 0.15 1.77 0.07
C 0.28 4.55 1.10
C 0.36 6.07 1.21
C 1.12 3.96 2.25
C -1.19 4.16 1.30
C 2.60 5.66 -3.29
C 1.86 5.77 -4.62
C 4.04 5.19 -3.55
C 2.66 7.05 -2.65
H -3.78 -1.74 0.30
H -2.69 -1.45 1.68
H -2.13 -2.40 0.29
H -4.08 0.69 0.11
H -2.64 1.72 -0.05
H -2.97 0.92 1.48
H -3.22 -0.22 -1.90
H -2.03 -1.50 -1.73
H -1.32 1.48 -1.79
H -1.39 0.45 -3.22
H 1.54 -1.39 -2.49
H 0.17 -1.21 -3.57
H -0.62 -3.23 -3.85
H -1.32 -5.87 -0.59
H -0.17 -6.53 1.15
H -1.83 -6.01 1.50
H -0.62 -6.02 2.77
H 1.67 -5.00 1.23
H 1.27 -4.41 2.85
H 1.52 -3.27 1.52
H -2.33 -3.76 2.13
H -1.16 -2.43 2.12
H -1.05 -3.69 3.36
H -2.91 -6.77 -1.89
H -1.31 -7.50 -2.11
H -2.54 -7.67 -3.37
H -3.62 -4.79 -3.39
H -3.25 -5.82 -4.78
H -2.52 -4.22 -4.65
H 0.33 -6.50 -3.80
H -0.21 -5.23 -4.91
H -0.91 -6.85 -5.02
H 0.76 1.06 -3.58
H 2.07 0.55 -2.54
H 2.08 3.02 -3.78
H 1.50 5.99 -0.79
H 1.39 6.43 1.20
H -0.08 6.37 2.17
H -0.19 6.58 0.42
H 2.18 4.13 2.08
H 0.97 2.89 2.36
H 0.84 4.45 3.19
H -1.81 4.55 0.48
H -1.56 4.58 2.24
H -1.30 3.09 1.35
H 1.82 4.81 -5.15
H 2.36 6.49 -5.28
H 0.83 6.11 -4.46
H 4.06 4.23 -4.08
H 4.58 5.05 -2.62
H 4.58 5.92 -4.16
H 1.67 7.45 -2.47
H 3.18 7.73 -3.33
H 3.21 7.04 -1.71
C 2.31 1.58 6.57
C 2.53 1.24 5.11
O 1.28 1.32 4.40
P 0.50 0.06 3.88
S -0.93 0.66 2.64
S 1.63 -1.26 2.92
O -0.07 -0.51 5.25
C -1.17 -1.44 5.31
C -2.41 -0.74 5.81
H 3.25 1.51 7.11
H 1.60 0.88 7.02
H 1.92 2.59 6.68
H 2.96 0.25 4.98
H 3.19 1.96 4.63
H -0.85 -2.23 5.99
H -1.33 -1.89 4.33
H -2.26 -0.36 6.82
H -3.24 -1.45 5.83
H -2.68 0.09 5.16
N 3.53 -0.66 -0.86
C 2.54 -0.38 -0.33
F 1.96 1.19 1.61
```

As for the total energy: -89649.698 eV. Its spin multiplicity is 2. The frontier orbital gap (spin up / spin down) is 7.25 / 7.39 eV.

Atom charges from the Löwdin analysis, given in e for atoms 1 to 99:
1 W 1.5818
2 C -0.1061
3 N -0.2843
4 C -0.1383
5 C -0.1682
6 C -0.1402
7 N -0.1967
8 C -0.1232
9 C -0.1464
10 C 0.0153
11 C -0.1487
12 C 0.0448
13 C -0.0904
14 C -0.2341
15 O -0.3530
16 C -0.5076
17 C -0.0641
18 C -0.0681
19 C -0.0690
20 C -0.5580
21 C -0.0652
22 C -0.0463
23 C -0.0444
24 C -0.1442
25 C -0.1244
26 C 0.0121
27 C -0.1585
28 C 0.0288
29 C -0.0586
30 C -0.2273
31 O -0.3499
32 C -0.5175
33 C -0.0755
34 C -0.0404
35 C -0.0462
36 C -0.5590
37 C -0.0505
38 C -0.0470
39 C -0.0680
40 H 0.1081
41 H 0.0616
42 H 0.0587
43 H 0.0964
44 H 0.0765
45 H 0.0090
46 H 0.1345
47 H 0.1071
48 H 0.1181
49 H 0.1367
50 H 0.1192
51 H 0.1334
52 H 0.1208
53 H 0.0843
54 H 0.0892
55 H 0.0879
56 H 0.0909
57 H 0.0956
58 H 0.0857
59 H -0.0029
60 H 0.1011
61 H 0.0215
62 H 0.0842
63 H 0.0891
64 H 0.0887
65 H 0.0860
66 H 0.0907
67 H 0.0855
68 H 0.0771
69 H 0.0925
70 H 0.0785
71 H 0.0858
72 H 0.1339
73 H 0.0994
74 H 0.1215
75 H 0.0767
76 H 0.0860
77 H 0.0843
78 H 0.0900
79 H 0.0986
80 H 0.0216
81 H 0.0902
82 H 0.0949
83 H 0.0900
84 H 0.0140
85 H 0.0752
86 H 0.0840
87 H 0.0899
88 H 0.0785
89 H 0.0924
90 H 0.0835
91 H 0.0881
92 H 0.0845
93 H 0.0883
94 C -0.0694
95 C -0.2575
96 O -0.3231
97 P -0.0439
98 S 0.4923
99 S 0.4651